[1]
DFT (ωB97M-V/def2-TZVPD) results for C7H15AsCl12F6NiO5PY as an isolated structure at a distorted geometry.

Summary:
Expectation value of S²: 3.7632
HOMO-LUMO gap (spin up / spin down) (eV): 6.66 / 4.31
Energy above the lowest of the compared OMol25 structures with the same formula, charge and spin (kJ/mol): 72.0
HOMO (spin up / spin down) (eV): -12.6 / -12.6
Molecular weight (g mol⁻¹): 972.1

Geometry as ORCA input:
```
! wB97M-V def2-TZVPD RIJCOSX def2/J DEFGRID3
* xyz 1 4
Y 2.04875 2.93884 1.24025
Ni 0.26499 1.18901 3.69626
C 3.25930 0.06255 3.25594
O 2.28042 1.05313 2.89273
H 2.77298 -0.89784 3.42693
H 3.67104 0.28026 4.24141
H 4.03630 0.03752 2.49191
P 0.19347 3.79461 3.51166
O -0.09178 2.79267 4.61363
O 1.69615 4.16814 3.23965
O -0.74700 4.85992 2.90457
O 0.15705 2.63830 2.47148
As -0.35539 -0.13030 0.22032
F -1.46217 -1.56516 0.39301
F -0.19994 -0.10545 2.09469
F 0.76322 1.27842 0.16067
F -0.50086 -0.06404 -1.58202
F -1.74057 0.95841 0.38294
F 1.05098 -1.24745 0.10501
C -3.32350 -4.13458 0.69990
Cl -4.42517 -4.38023 2.06823
Cl -4.16639 -3.16324 -0.62622
H -2.51930 -3.53159 1.12150
H -2.98702 -5.11372 0.35908
C -3.22081 3.60764 1.16671
Cl -2.57731 4.95421 0.19544
Cl -4.27014 4.00529 2.58793
H -3.80736 2.94825 0.52697
H -2.38855 2.99291 1.50960
C -3.24248 -0.21492 -2.88007
Cl -3.98924 -1.13941 -4.18315
Cl -2.99221 1.47106 -3.37582
H -3.84067 -0.22677 -1.96896
H -2.26975 -0.62729 -2.61202
C 4.30574 -0.36645 -1.33968
Cl 5.81957 -0.59280 -0.47717
Cl 3.51701 1.09040 -0.80137
H 4.54080 -0.36829 -2.40403
H 3.64633 -1.19365 -1.07696
C 1.33874 0.71759 -4.10202
Cl 1.98894 -0.93518 -4.08402
Cl 2.39154 1.78589 -5.07872
H 0.31497 0.81698 -4.46272
H 1.32638 1.12788 -3.09227
C 0.67041 -4.21746 -1.47833
Cl 0.41392 -5.98625 -1.32415
Cl 2.31669 -3.70307 -1.48394
H 0.24881 -3.93661 -2.44345
H 0.08310 -3.72816 -0.70132
*
```

=====

[2]
DFT (ωB97M-V/def2-TZVPD) results for a 2-piece molecular cluster, C7H15BrN overall at a distorted geometry.

Summary:
HOMO-LUMO gap (spin up / spin down) (eV): 5.62 / 10.33
Energy above the lowest of the compared OMol25 structures with the same formula, charge and spin (kJ/mol): 372.8
HOMO (spin up / spin down) (eV): -10.9 / -13.4
Molecular weight (g mol⁻¹): 193.1

Geometry as ORCA input:
```
! wB97M-V def2-TZVPD RIJCOSX def2/J DEFGRID3
* xyz 1 1
C 1.85329 -1.01174 1.35399
C 0.38846 -0.68262 1.40174
C 2.17518 -0.63512 -0.13064
C -0.21521 -0.84053 0.01170
C -2.86783 2.10698 0.73582
C 0.65501 -0.58786 -2.24550
C -1.60972 2.54054 0.24081
N 0.94075 -1.17404 -0.92822
Br -1.70620 -2.06012 -0.15257
H 2.70468 -0.66997 1.96764
H 1.77734 -2.13392 1.59254
H -0.15763 -1.33058 1.96534
H 0.11199 0.23116 1.73477
H 2.03864 0.43080 -0.33450
H 3.06048 -1.24984 -0.48752
H -3.07172 2.48345 1.82530
H -2.81150 1.02909 0.74789
H -3.65130 2.50147 -0.03012
H 1.45050 0.03720 -2.54084
H 0.44772 -1.32114 -2.94384
H -0.28659 -0.00943 -2.03971
H -1.66919 2.92412 -0.75776
H -0.86438 2.70738 0.90166
H 1.11016 -2.14117 -0.97215
*
```

=====

[3]
DFT (ωB97M-V/def2-TZVPD) results for C7H15Cl2GaN as an isolated structure at a distorted geometry.

Summary:
HOMO-LUMO gap (eV): 4.77
Energy above the lowest of the compared OMol25 structures with the same formula, charge and spin (kJ/mol): 99.7
HOMO (eV): -1.6
Molecular weight (g mol⁻¹): 253.8

Geometry as ORCA input:
```
! wB97M-V def2-TZVPD RIJCOSX def2/J DEFGRID3
* xyz -1 1
Ga 1.25764 -0.43607 1.84259
Cl 1.18219 -2.63306 1.79806
Cl 2.37506 0.50750 3.50141
C 2.13585 0.17569 0.31859
H 2.65591 1.07593 0.65495
H 2.75155 -0.60707 -0.12951
C -0.29323 0.91973 0.12222
C 0.88137 0.52281 -0.58107
H -0.17029 1.57801 0.99803
C 0.64675 -0.65247 -1.56743
H 1.19645 1.38219 -1.22406
C -0.50625 -0.28500 -2.49579
H 1.57241 -0.80892 -2.14477
H 0.41378 -1.57486 -1.01516
C -1.80505 -0.02191 -1.72199
H -0.20908 0.60773 -3.05989
H -0.65356 -1.06113 -3.25404
C -1.62643 0.92972 -0.51506
H -2.56122 0.39769 -2.40018
H -2.20399 -0.96750 -1.33253
H -1.88928 1.95072 -0.86524
H -2.40565 0.71401 0.24331
N -0.49421 -0.39657 3.01611
H -0.99269 0.48465 3.16701
H -0.09391 -0.68151 3.92136
H -1.16414 -1.12030 2.72312
*
```

=====

[4]
DFT (ωB97M-V/def2-TZVPD) results for a 2-piece molecular cluster, C7H15ClNO2 overall at a distorted geometry.

Summary:
HOMO-LUMO gap (eV): 10.65
Energy above the lowest of the compared OMol25 structures with the same formula, charge and spin (kJ/mol): 470.0
HOMO (eV): -13.8
Molecular weight (g mol⁻¹): 180.7

Geometry as ORCA input:
```
! wB97M-V def2-TZVPD RIJCOSX def2/J DEFGRID3
* xyz 1 1
C 2.33699 -0.21523 -0.91780
C 1.36910 -1.41835 -1.19122
C 1.32122 0.74267 -0.23041
C 0.76436 -1.56130 0.09159
C -0.87094 1.79831 1.28476
C -1.63513 -0.58563 1.77732
C -0.81914 0.31464 0.81377
N 0.62479 -0.16843 0.67233
O 0.53376 -2.44811 0.80021
O -0.93913 0.25534 -2.13263
Cl -1.89780 -0.05605 -3.34071
H 3.27054 -0.36416 -0.41747
H 2.78668 0.33008 -1.83301
H 0.63177 -0.80005 -1.90678
H 1.69987 -2.37170 -1.65134
H 1.91001 1.54367 0.20312
H 0.53051 1.10695 -0.81769
H -1.86413 2.16641 0.94245
H -0.62898 1.62109 2.34676
H -0.08109 2.32912 0.77785
H -1.60793 -1.72972 1.47271
H -2.63369 -0.13193 1.74476
H -1.32952 -0.60710 2.90242
H -1.40336 0.36273 -0.17245
H 0.91367 -0.31296 1.61772
H -2.98244 0.19974 -2.83627
*
```

=====

Number 1: E_tot -10897.0764 Ha. Number 2: E_tot -2904.0297 Ha. Number 3: E_tot -3175.7310 Ha. Number 4: E_tot -940.7037 Ha.